Here is a structure of composition C35H52AsOP3PrS from the Open Molecules 2025 dataset. Energies are from ωB97M-V with the def2-TZVPD basis set.

The value obtained for the LUMO energy (alpha / beta) is -8.011 / -7.904 eV. The electronic energy is -5614.222108 a.u. As for the maximum force: 2.97 eV/A.

Geometry as ORCA input:
```
! wB97M-V def2-TZVPD RIJCOSX def2/J DEFGRID3
* xyz 3 3
Pr 0.64682 1.27866 -0.42208
P 1.48014 -1.65261 -0.42987
P 3.60865 1.42186 -0.56222
P -3.10534 -1.52936 -3.25312
H -1.30943 2.93721 -3.77263
C -1.51240 1.93820 -3.34089
C -0.92187 1.85791 -1.97478
H -0.45558 2.86874 -1.75703
C 2.12993 -2.72377 -1.77531
C 2.68520 -2.05173 0.90774
C 0.04673 -2.66274 0.12152
C 4.11212 3.07158 -1.16619
C 4.50275 1.28339 1.02501
C 4.56093 0.28731 -1.63060
C -4.72979 -1.98895 -3.86649
C -3.32034 -1.00079 -1.54544
C -2.04848 -2.98583 -3.35225
H -2.61042 1.80925 -3.32404
H -1.71283 1.70001 -1.19229
H 2.73702 -3.54002 -1.35806
H 2.74580 -2.12733 -2.45811
H 1.29299 -3.14840 -2.34240
H 2.54906 -3.10259 1.19667
H 2.49737 -1.42124 1.78756
H 3.71836 -1.89370 0.57136
H 0.32918 -3.28115 0.98277
H -0.29901 -3.31147 -0.69266
H -0.77258 -2.00591 0.43506
H 5.01849 3.41750 -0.65163
H 3.29523 3.77885 -0.96033
H 4.27609 3.04437 -2.25145
H 5.56685 1.51891 0.88543
H 4.39641 0.25886 1.40688
H 4.06770 1.97300 1.76087
H 5.57575 0.67595 -1.79058
H 4.06741 0.18867 -2.60567
H 4.61815 -0.70831 -1.17360
H -4.74981 -3.06424 -4.10546
H -4.96953 -1.41491 -4.77284
H -5.49220 -1.77885 -3.10040
H -4.21140 -1.49523 -1.12748
H -3.48477 0.08182 -1.51054
H -2.44709 -1.23884 -0.92253
H -2.61246 -3.79662 -3.84107
H -1.71754 -3.30570 -2.35318
H -1.17465 -2.73460 -3.97324
C 0.45951 0.66825 -4.82940
C 1.17626 -0.52845 -5.03302
C 2.56887 -0.49226 -5.14061
C 3.27146 0.69093 -4.91152
C 2.57617 1.84338 -4.52451
C 1.18230 1.81894 -4.48835
S -1.30288 0.75873 -4.99490
H -2.37814 -0.47483 -4.03850
H 0.65692 -1.48602 -5.08823
H 3.12454 -1.39467 -5.41801
H 4.35961 0.71434 -5.05229
H 3.12565 2.75291 -4.29445
H 0.64689 2.70562 -4.15380
O -0.70154 0.57722 1.12566
As -1.10961 0.63534 2.82219
C -3.01779 0.77299 2.78670
C -3.72865 0.44558 3.94992
C -5.12811 0.46902 3.93306
C -5.81153 0.80582 2.75897
C -5.09529 1.13130 1.59766
C -3.69719 1.12528 1.60941
C -0.59057 -1.09981 3.45674
C 0.69855 -1.30330 3.96244
C 1.06941 -2.57708 4.40338
C 0.15818 -3.63968 4.33618
C -1.12025 -3.43291 3.81298
C -1.49730 -2.16192 3.35641
C -0.10124 2.07130 3.60171
C 1.25660 2.25520 3.31344
C 1.98555 3.23387 4.00968
C 1.35753 4.01872 4.98817
C -0.00973 3.86029 5.24012
C -0.75046 2.90230 4.53418
H -3.18801 0.16408 4.85331
H -5.67506 0.21859 4.84414
H -6.90166 0.81782 2.74805
H -5.62200 1.39442 0.68042
H -3.13032 1.37944 0.70819
H 1.39976 -0.47017 4.01543
H 2.07109 -2.73679 4.80372
H 0.44668 -4.63008 4.69543
H -1.83735 -4.25149 3.75439
H -2.48609 -1.99916 2.92554
H 1.76307 1.63507 2.56708
H 3.04834 3.37013 3.79447
H 1.93827 4.75004 5.55704
H -0.50679 4.47803 5.99098
H -1.82125 2.78654 4.70598
*
```

Here is a structure of composition C35H52AuOP3Sb from the Open Molecules 2025 dataset. Energies are from ωB97M-V with the def2-TZVPD basis set.

The value obtained for the LUMO energy (alpha / beta) is -9.715 / -12.336 eV. The electronic energy is -2838.961549 a.u. As for the maximum force: 2.28 eV/A.

Geometry as ORCA input:
```
! wB97M-V def2-TZVPD RIJCOSX def2/J DEFGRID3
* xyz 3 3
Au 2.46516 -0.31830 -0.82771
P 3.01931 -1.59311 1.11003
P 2.59796 1.97001 -0.98055
P -1.08201 -2.34962 -1.97526
H 1.66236 1.63270 -5.60357
C 0.60292 1.67995 -5.79963
C -0.33506 2.30396 -5.09100
H -0.20875 3.02328 -4.27865
C 4.45201 -2.45411 0.37023
C 3.67337 -0.42773 2.36586
C 2.00103 -2.80679 1.99056
C 1.49345 2.68470 -2.21388
C 2.53140 2.90142 0.59013
C 4.32913 2.01666 -1.55799
C -2.57207 -3.10215 -2.62022
C -0.84207 -2.71324 -0.24012
C 0.45114 -2.95005 -2.71595
H 0.24276 1.17931 -6.71986
H -1.37516 2.14409 -5.43122
H 5.10881 -2.72190 1.21567
H 4.97215 -1.79870 -0.35740
H 4.08878 -3.35209 -0.16415
H 4.34598 -0.96590 3.06386
H 2.84881 0.04198 2.93649
H 4.24248 0.36699 1.84764
H 1.94017 -3.74201 1.41099
H 0.98512 -2.41071 2.14803
H 2.44634 -3.04821 2.98401
H 1.20019 3.68658 -1.86581
H 0.61900 2.03530 -2.29261
H 1.96422 2.74322 -3.20934
H 3.38664 3.59764 0.64861
H 2.59096 2.20739 1.44152
H 1.59685 3.47956 0.69121
H 4.70392 3.03770 -1.35236
H 4.38113 1.77209 -2.63487
H 4.91980 1.26516 -1.00614
H -2.82098 -3.90759 -1.92537
H -2.39919 -3.46429 -3.64146
H -3.37114 -2.34787 -2.64327
H -1.68427 -3.36369 0.04972
H -0.88516 -1.75390 0.31215
H 0.13916 -3.19547 -0.12490
H 0.27634 -3.88103 -3.32555
H 1.24175 -3.04919 -1.96029
H 0.84162 -2.18984 -3.41752
C -1.38786 -0.31623 -4.10238
C 0.00750 -0.73440 -4.32803
C 0.38303 -1.47569 -5.45670
C -0.59515 -2.00099 -6.29533
C -1.95798 -1.78267 -5.98976
C -2.35660 -1.05499 -4.89383
O -1.71330 0.63526 -3.31874
H -1.43516 -0.98078 -1.91852
H 0.78348 -0.35288 -3.62661
H 1.44571 -1.72760 -5.56939
H -0.31319 -2.59404 -7.17608
H -2.77857 -2.17012 -6.61519
H -3.43056 -0.91939 -4.68157
C -3.52799 4.68728 2.66000
C -2.59535 4.68069 1.61120
C -1.81310 3.53271 1.37338
C -1.92713 2.42530 2.22189
C -2.91042 2.40319 3.21755
C -3.68870 3.54351 3.46250
Sb -0.58959 0.74309 2.00267
C 0.36782 0.93518 3.95936
C 0.76474 -0.17594 4.71140
C 1.33151 0.01673 5.98643
C 1.51465 1.30404 6.48368
C 1.14087 2.41424 5.71561
C 0.58503 2.22987 4.43925
C -2.19480 -0.73131 2.29697
C -2.20898 -1.60386 3.38044
C -3.13851 -2.65011 3.40961
C -4.08818 -2.78380 2.38911
C -4.13569 -1.82802 1.36561
C -3.20322 -0.78579 1.33000
H -4.14162 5.57346 2.85019
H -2.48258 5.57603 0.98961
H -1.13770 3.50619 0.51224
H -3.07031 1.50454 3.82044
H -4.44032 3.51988 4.25800
H 0.61790 -1.19011 4.31560
H 1.63390 -0.83930 6.59250
H 1.95700 1.45820 7.46572
H 1.28750 3.41804 6.11203
H 0.29519 3.08441 3.81848
H -1.53505 -1.45815 4.22300
H -3.09744 -3.35021 4.24282
H -4.81060 -3.60556 2.41556
H -4.90685 -1.90705 0.59785
H -3.28965 -0.03498 0.54140
*
```

> Among the records above, which one has the lowest maximum force?

C35H52AuOP3Sb